(1)
112
Properties=species:S:1:pos:R:3:forces:R:3 method="wB97M-V/def2-TZVPD" charge=+2 homo_lumo_gap_ha="0.15031 / 0.14446" s2=0.76 relative_energy_kj_mol=49.8 homo_energy_ev="-12.3 / -12.2" spin_multiplicity=2 lumo_energy_ev="-8.170 / -8.250" e_tot_ev=-134848.803
Pt 0.343 -0.348 0.960 0.3 0.5 0.2
C -5.079 -3.306 2.249 0.1 0.0 -0.1
C -4.137 -4.219 1.800 -0.1 -0.1 0.1
C -2.986 -3.779 1.171 0.1 0.2 -0.2
C -2.792 -2.415 0.976 0.5 -0.3 0.3
C -3.716 -1.493 1.472 0.3 0.1 -0.2
C -4.863 -1.942 2.095 0.0 -0.1 0.0
P -1.375 -1.748 0.057 -0.4 2.8 0.0
C -0.587 -3.142 -0.765 0.5 -0.9 -0.3
C 0.800 -3.477 -0.299 -1.6 -1.4 0.6
C 1.103 -4.932 -0.438 0.0 1.0 -0.1
C 0.445 -5.691 -1.344 -0.3 -0.6 -0.2
C -0.637 -5.157 -2.082 1.1 -0.1 0.5
C -1.179 -3.921 -1.734 -0.2 1.2 0.5
C -2.249 -0.681 -1.158 0.1 -0.3 -0.1
C -3.340 -1.218 -1.838 0.0 0.0 -0.1
C -4.009 -0.471 -2.793 0.0 -0.1 0.1
C -3.604 0.825 -3.061 0.0 0.1 0.1
C -2.566 1.385 -2.337 0.0 0.0 0.2
C -1.875 0.647 -1.384 0.7 0.0 0.7
Si -0.551 1.486 -0.279 -1.5 -0.1 0.3
C -1.524 2.393 1.125 0.8 -0.8 -0.5
C -2.507 3.323 0.813 0.0 0.2 0.0
C -3.058 4.126 1.798 0.0 0.0 -0.1
C -2.613 4.022 3.107 0.0 0.1 0.1
C -1.661 3.076 3.440 0.0 -0.1 0.0
C -1.149 2.232 2.457 -0.1 -0.1 0.4
P 0.059 0.976 2.993 -0.5 0.7 -1.2
C -0.615 0.046 4.375 0.2 -0.4 -0.3
C 0.254 -0.774 5.103 0.0 0.1 -0.2
C -0.241 -1.585 6.105 -0.1 -0.1 0.1
C -1.605 -1.614 6.365 0.1 0.1 -0.1
C -2.473 -0.828 5.619 0.0 -0.1 0.1
C -1.990 -0.009 4.617 0.2 0.2 -0.1
C 1.453 2.009 3.482 0.2 -0.2 -0.1
C 1.942 2.874 2.496 -0.2 -0.3 0.2
C 2.991 3.722 2.777 0.0 0.1 0.0
C 3.576 3.701 4.036 -0.1 -0.2 0.0
C 3.101 2.832 5.010 0.1 0.2 0.0
C 2.035 1.992 4.747 -0.1 -0.2 -0.2
C 0.541 2.758 -1.161 0.3 -0.9 0.3
C 0.639 4.098 -0.795 -0.3 -0.1 0.2
C 1.617 4.910 -1.344 0.0 0.1 -0.2
C 2.528 4.395 -2.257 0.0 0.1 0.2
C 2.464 3.063 -2.626 -0.4 0.0 0.0
C 1.464 2.258 -2.091 0.4 0.2 -0.5
P 1.267 0.547 -2.624 -0.8 -0.9 1.2
C 2.817 -0.043 -3.298 0.2 0.2 -0.2
C 2.890 -0.621 -4.569 0.1 0.5 0.3
C 4.111 -1.061 -5.035 0.2 -0.2 0.0
C 5.243 -0.980 -4.230 -0.1 0.0 0.0
C 5.162 -0.430 -2.956 0.1 -0.2 -0.1
C 3.952 0.030 -2.481 -0.4 0.0 -0.2
C 0.007 0.546 -3.923 0.4 0.4 -0.1
C -0.568 -0.660 -4.318 0.0 0.2 0.1
C -1.530 -0.669 -5.310 0.0 0.0 0.0
C -1.935 0.523 -5.896 0.1 0.0 0.0
C -1.360 1.722 -5.504 -0.1 0.1 -0.1
C -0.398 1.745 -4.511 0.2 -0.4 -0.2
H -5.982 -3.658 2.721 -0.1 0.0 0.1
H -4.305 -5.277 1.932 0.0 -0.1 0.0
H -2.255 -4.489 0.811 0.0 -0.1 0.0
H -3.526 -0.435 1.337 -0.1 0.1 0.0
H -5.596 -1.237 2.451 -0.1 0.1 0.1
H 0.960 -3.152 0.740 0.1 0.0 -0.1
H 1.930 -5.314 0.140 0.3 -0.1 -0.1
H 0.734 -6.719 -1.503 0.0 -0.1 -0.1
H -1.079 -5.742 -2.872 -0.1 -0.1 -0.1
H -2.092 -3.590 -2.208 -0.1 -0.1 0.0
H -3.691 -2.211 -1.594 -0.1 -0.1 0.0
H -4.853 -0.894 -3.317 0.0 -0.1 0.0
H -4.109 1.407 -3.816 -0.1 0.1 -0.1
H -2.290 2.413 -2.513 0.1 0.2 -0.1
H -2.832 3.431 -0.210 -0.1 0.1 -0.2
H -3.814 4.850 1.539 -0.1 0.1 0.0
H -3.014 4.672 3.870 0.0 0.1 0.1
H -1.305 2.990 4.457 -0.1 0.0 0.1
H 1.306 -0.793 4.861 0.1 0.0 0.0
H 0.437 -2.202 6.675 0.0 -0.1 0.0
H -1.991 -2.267 7.133 0.0 0.0 0.1
H -3.533 -0.854 5.824 -0.1 0.0 0.0
H -2.668 0.596 4.033 -0.1 0.0 0.0
H 1.505 2.853 1.505 0.0 0.1 -0.1
H 3.356 4.393 2.016 0.1 0.0 -0.1
H 4.403 4.357 4.259 0.1 0.0 0.0
H 3.564 2.809 5.985 0.0 0.0 0.1
H 1.666 1.330 5.517 0.0 0.0 0.0
H -0.055 4.500 -0.070 0.0 0.1 0.1
H 1.672 5.949 -1.058 0.0 0.1 0.0
H 3.288 5.032 -2.680 0.1 0.1 0.0
H 3.168 2.654 -3.334 0.1 0.0 -0.1
H 2.003 -0.691 -5.181 0.0 0.0 -0.1
H 4.180 -1.476 -6.028 0.1 -0.1 -0.1
H 6.183 -1.362 -4.594 0.1 0.0 -0.1
H 6.033 -0.376 -2.321 0.1 0.0 0.0
H 3.876 0.440 -1.484 0.0 0.1 0.1
H -0.255 -1.582 -3.849 0.0 0.0 0.0
H -1.963 -1.605 -5.624 -0.1 -0.1 -0.1
H -2.697 0.513 -6.659 -0.1 0.0 -0.1
H -1.662 2.646 -5.974 -0.1 0.1 0.0
H 0.050 2.679 -4.207 0.0 0.1 0.0
Cl 1.636 -3.019 -2.873 0.2 -0.2 -0.1
C 1.830 -2.688 -1.149 0.7 0.4 -0.7
H 2.842 -2.973 -0.876 -0.1 0.0 0.1
H 1.691 -1.606 -1.005 0.0 -0.4 0.0
F 2.746 -0.077 0.538 -0.1 -0.1 0.3
P 3.688 -0.782 1.805 -0.3 1.0 -0.3
F 3.234 -2.212 1.203 0.1 -0.4 0.0
F 3.920 0.709 2.330 0.2 -0.5 0.0
F 4.442 -1.444 3.013 0.1 0.0 -0.1
F 2.249 -0.818 2.664 0.0 -0.2 0.0
F 4.940 -0.731 0.835 -0.1 -0.1 0.3

(2)
131
Properties=species:S:1:pos:R:3:forces:R:3 method="wB97M-V/def2-TZVPD" charge=-1 homo_lumo_gap_ha="0.06329 / 0.18942" s2=0.77 homo_energy_ev="-1.7 / -5.1" spin_multiplicity=2 lumo_energy_ev="0.070 / 0.070" e_tot_ev=-318144.905
C -3.890 -1.927 5.092 -0.4 1.0 0.7
Br -4.482 -0.043 5.403 0.0 -0.9 0.1
Br -5.517 -3.140 4.907 1.9 1.1 0.1
Br -2.612 -2.430 6.505 -0.9 -0.1 -0.7
H -3.276 -1.725 4.214 -0.5 -1.1 -0.3
C 4.491 0.501 -3.829 0.5 -1.8 -1.4
C 3.604 -0.063 -2.971 -0.5 0.4 1.9
C 3.334 -1.443 -2.907 0.3 -1.1 -1.3
C 4.002 -2.317 -3.772 0.2 1.7 -0.1
C 4.986 -1.769 -4.673 -1.9 -0.6 0.1
C 5.083 -0.398 -4.731 0.7 0.9 0.0
N 3.594 -3.740 -3.788 -1.4 -3.0 0.3
O 4.422 -4.558 -4.180 0.4 1.1 -0.2
O 2.461 -4.182 -3.431 2.3 2.7 -0.4
H 4.743 1.544 -3.947 -0.4 0.1 0.4
H 3.202 0.632 -2.249 -0.7 -0.4 0.2
H 2.559 -1.949 -2.350 -0.3 0.7 0.5
H 5.436 -2.325 -5.482 0.1 -0.4 0.3
H 5.644 0.097 -5.511 0.5 -0.5 -0.2
C 1.301 2.034 1.222 0.4 0.6 1.5
C 0.645 1.587 2.360 -1.6 -0.5 0.9
C -0.507 0.790 2.292 0.3 0.0 -1.2
C -0.999 0.437 1.015 2.0 1.1 1.2
C -0.317 0.939 -0.107 -1.4 -1.1 -0.3
C 0.874 1.636 0.007 -0.8 -0.1 -1.1
N -2.106 -0.494 0.893 -0.6 0.2 -1.5
O -2.720 -0.404 -0.192 0.6 -0.9 2.2
O -2.295 -1.305 1.809 -0.1 1.0 -1.3
H 2.048 2.814 1.229 0.6 -0.3 0.5
H 0.840 1.826 3.395 0.8 0.6 -0.1
H -1.033 0.553 3.205 0.0 -0.3 0.0
H -0.793 0.786 -1.065 0.4 -0.4 -0.3
H 1.442 1.954 -0.855 -0.4 0.0 -0.3
C -7.327 -5.825 -0.329 -1.6 0.8 -2.4
C -6.712 -5.390 0.794 0.9 -1.3 1.5
C -6.347 -4.096 1.072 0.1 0.7 0.1
C -6.556 -3.125 0.114 -0.8 -0.8 -1.8
C -7.182 -3.507 -1.132 -0.4 -1.5 1.5
C -7.669 -4.890 -1.309 1.7 3.4 0.8
N -6.134 -1.719 0.395 2.6 0.4 0.3
O -6.891 -0.832 0.007 1.2 -0.9 0.7
O -4.961 -1.560 0.933 -4.6 -0.5 -1.6
H -7.684 -6.828 -0.508 0.3 -0.3 0.4
H -6.468 -6.183 1.486 0.1 0.2 0.5
H -5.945 -3.816 2.035 0.3 -0.1 0.0
H -7.361 -2.769 -1.900 0.0 0.1 0.0
H -8.250 -5.072 -2.200 0.2 -0.3 0.0
C 8.682 1.044 4.116 -0.4 2.3 0.7
C 8.121 2.316 3.741 -0.1 -2.9 -1.4
C 7.144 2.233 2.741 -0.3 1.7 0.3
C 6.623 1.060 2.213 -0.2 -0.3 1.1
C 7.070 -0.131 2.765 0.3 -0.9 0.9
C 8.069 -0.142 3.774 0.0 0.9 -1.6
N 5.549 1.064 1.155 1.2 -0.8 -3.3
O 4.890 2.064 0.878 0.7 -0.8 1.5
O 5.595 0.077 0.377 -0.3 1.5 2.2
H 9.573 1.088 4.724 0.0 -0.4 0.3
H 8.461 3.286 4.069 0.2 -0.2 0.1
H 6.793 3.192 2.390 -0.4 -0.1 -0.3
H 6.702 -1.116 2.518 -0.4 0.2 -0.5
H 8.488 -1.066 4.145 -0.2 -0.1 -0.1
C -0.755 -3.969 -6.261 0.0 1.0 -0.9
C -0.567 -4.212 -4.931 0.0 0.4 1.6
C -0.487 -3.178 -4.002 -0.4 1.0 -0.2
C -0.685 -1.845 -4.439 0.9 0.5 0.6
C -0.816 -1.594 -5.825 0.2 1.0 0.6
C -0.807 -2.603 -6.727 -0.8 -2.7 0.1
N -0.479 -0.725 -3.559 -0.9 -2.2 -2.2
O 0.258 -0.883 -2.585 1.8 -0.9 2.7
O -1.015 0.386 -3.757 -1.1 1.6 -1.0
H -0.875 -4.826 -6.906 0.1 0.2 -0.4
H -0.504 -5.194 -4.488 0.0 -0.4 -0.4
H -0.355 -3.366 -2.947 0.2 0.0 -0.1
H -0.776 -0.555 -6.118 -0.3 0.1 -0.1
H -0.995 -2.479 -7.783 0.3 0.4 -0.1
C -2.871 -5.346 -1.413 -2.0 -0.2 -0.3
C -2.651 -4.023 -1.047 1.5 -2.0 0.7
C -1.422 -3.869 -0.428 1.0 2.5 0.2
C -0.456 -4.839 -0.249 -0.1 -0.8 -0.3
C -0.785 -6.128 -0.637 1.1 -1.1 1.2
C -2.026 -6.425 -1.153 0.1 1.6 -0.8
N 0.884 -4.453 0.415 0.0 -1.0 -0.6
O 0.818 -3.381 0.955 0.5 0.4 0.4
O 1.907 -5.171 0.392 -2.4 0.8 -0.3
H -3.822 -5.598 -1.858 -0.2 0.0 -0.3
H -3.319 -3.180 -1.146 0.0 -0.2 -0.1
H -1.141 -2.862 -0.160 0.1 0.1 0.2
H -0.144 -6.957 -0.377 0.5 0.1 -0.2
H -2.295 -7.401 -1.531 0.1 -0.1 0.3
C 0.513 6.732 3.120 -0.8 1.7 1.7
C 0.505 6.197 1.884 0.6 -1.6 0.9
C 0.793 6.965 0.803 -0.4 0.2 -1.8
C 0.943 8.338 0.892 0.2 0.5 0.8
C 0.847 8.985 2.182 -0.9 -2.0 -1.2
C 0.553 8.117 3.267 1.2 1.3 -0.9
N 1.271 9.097 -0.389 0.7 -1.1 -1.4
O 1.369 8.504 -1.499 -0.6 0.8 3.0
O 1.516 10.274 -0.262 -0.3 0.1 0.3
H 0.380 6.137 4.012 -0.1 -0.2 0.0
H 0.417 5.120 1.895 -0.1 -0.1 -0.9
H 0.815 6.431 -0.135 0.2 0.5 -0.4
H 0.839 10.058 2.308 0.3 0.0 -0.2
H 0.489 8.581 4.240 -0.1 -0.1 0.2
C 4.123 7.204 7.319 -2.0 -0.7 -0.2
C 4.538 5.961 6.855 1.1 1.5 0.6
C 3.677 4.961 6.508 -1.5 -1.7 -0.3
C 2.280 5.172 6.469 1.6 1.6 -0.2
C 1.883 6.449 6.819 -1.6 0.6 0.1
C 2.713 7.393 7.350 2.8 0.8 -0.1
N 1.274 4.161 6.137 1.5 -2.6 2.1
O 0.128 4.405 6.416 -0.7 0.6 -0.9
O 1.703 3.005 5.960 -0.4 1.7 -0.7
H 4.843 7.959 7.599 -0.1 0.1 0.1
H 5.612 5.854 6.809 0.1 -0.7 -0.1
H 4.069 3.969 6.340 -0.1 -0.1 -0.3
H 0.911 6.906 6.705 -0.7 -1.1 -0.1
H 2.309 8.345 7.660 -0.1 0.0 0.0
C -4.374 -0.368 -4.244 -1.2 2.8 0.8
C -4.557 -1.227 -3.232 -0.4 -3.6 1.0
C -4.708 -2.608 -3.507 0.7 0.2 -1.1
C -4.843 -3.007 -4.849 0.9 3.1 0.3
C -4.916 -1.994 -5.858 -0.3 -0.4 0.4
C -4.748 -0.648 -5.536 0.4 -1.5 -0.4
N -4.714 -4.352 -5.263 -1.0 -4.0 -0.7
O -5.534 -4.776 -6.114 1.2 1.2 0.9
O -3.901 -5.129 -4.741 -0.8 1.8 -0.3
H -4.217 0.622 -3.840 0.3 0.5 -0.8
H -4.621 -0.964 -2.187 0.7 0.4 0.0
H -4.481 -3.301 -2.710 -0.6 -0.4 -0.2
H -5.064 -2.242 -6.899 -0.1 -0.4 0.1
H -4.887 0.113 -6.290 0.4 0.0 0.0